No. 1
A molecular structure, C11H21BF2NO3OsSe2. Source: OMol25; level of theory: ωB97M-V/def2-TZVPD.

As for the HOMO-LUMO gap: 7.2 eV. For the HOMO energy, the calculation gives -11.37 eV. The value obtained for the molecular weight is 612.3 g/mol. Its total charge is +1.

Atoms and positions in Å:
Os -0.1014 0.7460 0.5458
O 2.8118 2.1561 2.9114
C 2.1120 3.2284 3.5166
C 0.6321 3.1446 3.1515
C -0.0806 4.2128 4.0247
O 0.0604 3.9362 5.4034
C 0.0044 1.7930 3.5330
Se 0.6690 0.1872 2.5746
C 0.3411 3.5909 1.7075
Se 1.2213 2.5815 0.2417
H 3.7158 2.1288 3.2389
H 2.5005 4.1961 3.1743
H 2.1992 3.1913 4.6052
H -1.1331 4.2738 3.7333
H 0.3773 5.1852 3.8194
H -0.8012 3.8258 5.8122
H -1.0763 1.8323 3.3815
H 0.1842 1.5967 4.5894
H 0.6549 4.6272 1.5711
H -0.7350 3.5572 1.5224
F 2.1547 -1.1863 0.1780
B 1.2041 -0.4749 -0.4196
F 1.1534 -0.6114 -1.7506
O -1.9811 0.3114 -0.1030
C -2.4900 -0.1927 -1.1414
C -3.9570 -0.4043 -1.1989
C -4.4651 0.9860 -1.6884
C -3.7673 1.5895 -2.9245
C -2.3182 2.0874 -2.7292
C -1.2500 0.9863 -2.8183
N -1.8247 -0.2775 -2.2958
H -4.3765 -0.6541 -0.2280
H -4.2110 -1.1779 -1.9241
H -4.3755 1.6880 -0.8561
H -5.5289 0.8799 -1.8996
H -4.3704 2.4460 -3.2267
H -3.8174 0.8911 -3.7673
H -2.2448 2.5938 -1.7616
H -2.0915 2.8435 -3.4813
H -0.3430 1.2416 -2.2742
H -0.9552 0.7808 -3.8447
H -2.3583 -0.7605 -3.0048



No. 2
2 unconnected molecules or ions with the total composition C11H21Br3F2N4O2P at a distorted geometry. Source: OMol25; level of theory: ωB97M-V/def2-TZVPD.

As for the HOMO-LUMO gap: 7.9 eV. For the HOMO energy, the calculation gives -12.09 eV. The value obtained for the molecular weight is 550.0 g/mol. Its total charge is +1.

Atoms and positions in Å:
C 1.0986 -1.9135 0.1773
C 0.7493 -1.1782 -1.1283
P -0.5616 0.0623 -0.9430
C -0.6635 0.6766 -2.6756
N 0.2073 1.4497 -0.0229
C -0.0010 2.7677 -0.4732
N 0.6257 3.2968 -1.5521
N -0.8588 3.4981 0.1912
C -1.6755 3.0615 1.3298
C -2.8159 2.0936 0.9643
C -3.5341 2.3756 -0.3525
Br -4.0947 2.2420 2.4364
N 1.4456 1.2085 0.6406
C 1.4157 1.5683 2.0273
O 1.4443 0.7949 2.9095
F 1.2830 2.8836 2.2034
C 2.6360 1.6149 -0.0336
O 3.1446 2.6796 0.0456
F 3.1016 0.6510 -0.8080
H 0.4453 -2.7796 0.2593
H 0.9413 -1.3207 1.0717
H 2.1139 -2.2940 0.1465
H 0.2664 -1.8897 -1.8044
H 1.6183 -0.8061 -1.6630
H 0.2938 0.7132 -3.1922
H -1.1890 1.6270 -2.7210
H -1.3142 -0.0546 -3.1538
H 0.0418 3.8458 -2.1724
H 1.1945 2.6430 -2.0715
H -0.9883 4.4560 -0.1065
H -1.0587 2.6181 2.1018
H -2.1088 3.9606 1.7596
H -2.4637 1.0715 1.0226
H -3.8477 1.4363 -0.8009
H -2.8941 2.8716 -1.0820
H -4.3983 3.0096 -0.1869
Br 1.6010 -5.6228 -1.1981
C 1.5359 -6.6512 0.4549
C 0.9204 -5.8546 1.5721
Br 2.1472 -4.5052 2.2479
H 2.5538 -6.9549 0.6729
H 0.9322 -7.5275 0.2326
H 0.6865 -6.4925 2.4207
H 0.0241 -5.3322 1.2541



No. 3
A molecular structure, C11H21F3IO4P2Sn at a distorted geometry. Source: OMol25; level of theory: ωB97M-V/def2-TZVPD.

As for the HOMO-LUMO gap: 6.9 eV. For the HOMO energy, the calculation gives -20.06 eV. The value obtained for the molecular weight is 581.8 g/mol. Its total charge is +3.

Atoms and positions in Å:
C 3.3596 -2.5272 -4.9348
C 2.6805 -2.1219 -3.6687
H 3.9883 -3.4184 -4.7962
H 3.9862 -1.6965 -5.2743
H 2.5936 -2.7426 -5.6863
O 2.6663 -2.5456 -2.5517
I 1.2516 -0.1275 -3.8868
Sn 0.4687 -0.1812 -1.1182
P -1.7861 -1.5796 -1.1049
C -2.3688 -2.4182 0.4018
C -3.2502 -0.5883 -1.5725
H -4.0015 -1.2472 -2.0317
H -2.6435 -3.1716 -2.7136
H -2.9654 0.1917 -2.2903
H -1.1048 -2.4344 -3.2487
H -2.6804 -1.6768 1.1515
H -3.6910 -0.1072 -0.6875
C -1.6437 -2.8560 -2.3914
H -3.2357 -3.0393 0.1313
H -1.0875 -3.7237 -2.0155
H -1.5908 -3.0563 0.8378
P 2.2104 1.4162 0.0860
C 2.5562 1.2698 1.8670
C 3.8032 1.2307 -0.7706
H 1.2771 3.3746 -1.0218
H 2.7106 3.7865 -0.0292
H 1.1256 3.5025 0.7511
C 1.7881 3.1891 -0.0685
H 3.6141 1.1072 -1.8438
H 4.4167 2.1260 -0.6134
H 3.4019 1.9319 2.1054
H 2.8143 0.2415 2.1471
H 4.3400 0.3479 -0.4022
H 1.6798 1.5861 2.4507
C 0.1074 -0.8283 1.7321
O -0.0869 -1.0123 2.8440
F -2.3473 3.6869 -1.4070
C -2.3149 3.1495 -0.1510
F -1.8623 4.1151 0.6959
F -3.5933 2.8262 0.1902
C -1.3546 1.8676 -0.1659
O -0.8117 1.6111 -1.3195
O -1.1953 1.2257 0.8886



No. 4
2 unconnected molecules or ions with the total composition C11H21N2 at a distorted geometry. Source: OMol25; level of theory: ωB97M-V/def2-TZVPD.

As for the HOMO-LUMO gap (spin up / spin down): 3.3 / 3.6 eV. For the HOMO energy (spin up / spin down), the calculation gives -7.79 / -11.58 eV. The value obtained for the molecular weight is 181.3 g/mol. Its expectation value of S² is 2.0411. Its total charge is +1. The multiplicity is 3. The calculation puts the energy above the lowest of the compared OMol25 structures with the same formula, charge and spin at 67.69 kcal/mol.

Atoms and positions in Å:
C -3.7171 -0.7031 0.3295
C 1.8674 0.6419 -0.3005
C 2.5749 1.4085 0.5446
C -4.6559 0.1250 -0.1861
C -2.2793 -2.3558 -0.4400
C 0.4622 0.5421 -0.0963
C -3.1599 -3.4935 -0.1280
C -0.1847 0.5802 1.2547
C 4.7596 2.1517 1.5657
C -0.0627 -0.2029 -2.4771
C 3.9921 1.5288 0.3573
N -2.5642 -1.1390 -0.2682
N -0.3320 0.1837 -1.0806
H -3.7193 -0.8218 1.4350
H 2.4172 0.1107 -1.1267
H 2.2213 1.8881 1.3740
H -4.6469 0.5264 -1.2002
H -5.4899 0.5204 0.4557
H -1.2956 -2.4589 -0.9754
H -2.9136 -3.7596 0.9091
H -2.8496 -4.2849 -0.7750
H -4.2772 -3.2614 -0.2890
H -1.0881 -0.0530 1.0938
H -0.5685 1.5630 1.2810
H 0.5744 0.0940 1.9471
H 4.6338 1.4559 2.4679
H 4.2872 2.9962 1.9025
H 5.8289 2.3207 1.4454
H -0.1918 0.5395 -3.2098
H 0.9044 -0.5873 -2.6222
H -0.7952 -0.8337 -2.7634
H 4.1223 2.0465 -0.5819
H 4.3794 0.5671 0.2348
H -1.3134 -0.1866 -0.8432



No. 5
A single C11H21N3O molecule at a distorted geometry. Source: OMol25; level of theory: ωB97M-V/def2-TZVPD.

As for the HOMO-LUMO gap: 9.9 eV. For the HOMO energy, the calculation gives -9.63 eV. The value obtained for the molecular weight is 211.3 g/mol. Its total charge is 0. The calculation puts the energy above the lowest of the compared OMol25 structures with the same formula, charge and spin at 52.43 kcal/mol. Its SMILES is CCCCCC[C@H]([C@H](C)O)n1cnnc1.

Atoms and positions in Å:
C -3.5758 0.4394 1.2990
C -3.6480 -0.2572 -0.0852
C -2.4900 -1.2106 -0.4316
C -1.1761 -0.3634 -0.7509
C 0.0407 -1.2517 -0.9783
C 1.2921 -0.5010 -1.4775
C 1.9763 0.4116 -0.3694
C 2.3765 -0.2752 0.9083
C 3.4383 -1.3492 0.5325
O 1.2592 -0.8230 1.6214
N 1.1399 1.5807 -0.1307
C 0.5861 2.0506 0.9579
N 0.0792 3.2081 0.7885
N 0.2319 3.4845 -0.5541
C 0.8910 2.4811 -1.0853
H -3.1687 -0.1883 2.1212
H -3.0105 1.3927 1.2340
H -4.5762 0.8547 1.5595
H -4.5555 -0.7669 -0.2163
H -3.6260 0.5052 -0.8918
H -2.2640 -1.9075 0.5069
H -2.7505 -1.9207 -1.2563
H -1.2573 0.2146 -1.6690
H -0.9565 0.2557 0.1432
H -0.1994 -1.9201 -1.7545
H 0.3240 -1.8454 -0.0211
H 2.1248 -1.1996 -1.6538
H 1.1119 0.1466 -2.4257
H 2.9542 0.7874 -0.7797
H 2.8070 0.5051 1.5483
H 4.3175 -0.6869 0.0986
H 3.7417 -1.9486 1.4189
H 3.2182 -2.1530 -0.2244
H 1.5720 -1.6654 2.2649
H 0.6904 1.6164 1.9522
H 1.0816 2.2993 -2.1998



Which formula does entry 3 have?
C11H21F3IO4P2Sn



Which of these has the highest molecular weight?
C11H21BF2NO3OsSe2



Look up the total charge of the fourth one.
+1